1.
13
Properties=species:S:1:pos:R:3:forces:R:3 method="wB97M-V/def2-TZVPD" relative_energy_kcal_mol=103.6 spin_multiplicity=1 e_lumo_ev=0.4 total_energy_ha=-249.30810 homo_lumo_gap_ev=8.119 total_charge=0
C -2.599 0.085 -0.073 0.11 -0.08 0.42
C -0.217 0.658 0.039 1.51 1.03 1.08
C -3.908 -0.104 -0.093 0.67 0.81 -0.50
C 2.219 0.257 -0.115 0.52 1.43 -0.79
C 0.869 -0.341 -0.114 -2.99 -1.26 -3.29
N -1.393 0.313 0.063 -2.89 -0.76 -0.52
H -4.643 0.657 0.148 0.39 0.42 0.16
H -4.368 -0.906 -0.626 0.14 -0.99 0.14
H 2.243 0.924 -1.046 0.33 -0.91 1.35
H 3.033 -0.428 -0.125 0.55 -0.69 -0.26
H 2.364 0.907 0.722 0.09 0.44 0.64
H 0.432 -1.295 0.287 1.52 0.57 0.59
H 0.708 -0.589 -1.227 0.03 -0.01 1.00

***

2.
14
Properties=species:S:1:pos:R:3:forces:R:3 method="wB97M-V/def2-TZVPD" relative_energy_kcal_mol=38.4 spin_multiplicity=1 e_lumo_ev=1.1 total_energy_ha=-158.34171 homo_lumo_gap_ev=10.992 smiles="C=C.CC" total_charge=0
C -2.935 -1.700 -0.607 0.91 -0.33 0.24
C -3.759 -1.196 0.301 -0.70 -0.05 -0.67
H -2.132 -1.116 -1.050 -0.68 0.40 -0.54
H -2.851 -2.753 -0.865 0.00 -0.09 0.64
H -4.039 -0.151 0.254 0.70 0.29 0.64
H -4.366 -1.801 0.961 -0.23 -0.22 -0.31
C 3.564 1.451 -0.327 -1.42 -0.60 -0.24
C 2.377 1.154 0.606 0.92 0.54 0.11
H 4.332 0.710 -0.113 0.50 0.57 0.08
H 3.811 2.501 -0.269 0.74 0.05 0.12
H 3.242 1.250 -1.346 0.08 0.11 -0.26
H 2.743 1.298 1.624 -0.18 -0.51 0.19
H 1.574 1.881 0.520 -0.25 -0.18 -0.40
H 2.057 0.135 0.409 -0.38 0.01 0.40

***

3.
12
Properties=species:S:1:pos:R:3:forces:R:3 method="wB97M-V/def2-TZVPD" relative_energy_kcal_mol=0.0 spin_multiplicity=2 e_lumo_ev="3.8 / 3.7" total_energy_ha=-227.57675 homo_lumo_gap_ev="2.385 / 9.516" total_charge=-1
N 0.311 -1.214 -1.753 -0.30 0.94 -0.02
C -0.653 -0.071 -1.832 0.57 -0.91 -0.23
N -1.181 0.327 -0.579 -0.70 0.67 0.13
H 1.062 -0.984 -2.390 0.11 -0.76 -0.10
H -0.086 -2.145 -1.869 0.16 0.44 -0.24
H -0.100 0.750 -2.300 0.20 0.06 0.34
H -1.433 -0.258 -2.575 -0.38 -0.15 0.36
H -1.964 -0.181 -0.199 0.10 -0.26 -0.25
H -0.493 0.454 0.146 0.26 -0.02 0.06
H 0.875 1.713 3.610 0.12 -0.72 0.08
H 0.982 0.222 4.118 -0.28 0.21 -0.05
O 1.454 0.910 3.614 0.14 0.50 -0.09

***

Please write out number 1 again, unchanged.
13
Properties=species:S:1:pos:R:3:forces:R:3 method="wB97M-V/def2-TZVPD" relative_energy_kcal_mol=103.6 spin_multiplicity=1 e_lumo_ev=0.4 total_energy_ha=-249.30810 homo_lumo_gap_ev=8.119 total_charge=0
C -2.599 0.085 -0.073 0.11 -0.08 0.42
C -0.217 0.658 0.039 1.51 1.03 1.08
C -3.908 -0.104 -0.093 0.67 0.81 -0.50
C 2.219 0.257 -0.115 0.52 1.43 -0.79
C 0.869 -0.341 -0.114 -2.99 -1.26 -3.29
N -1.393 0.313 0.063 -2.89 -0.76 -0.52
H -4.643 0.657 0.148 0.39 0.42 0.16
H -4.368 -0.906 -0.626 0.14 -0.99 0.14
H 2.243 0.924 -1.046 0.33 -0.91 1.35
H 3.033 -0.428 -0.125 0.55 -0.69 -0.26
H 2.364 0.907 0.722 0.09 0.44 0.64
H 0.432 -1.295 0.287 1.52 0.57 0.59
H 0.708 -0.589 -1.227 0.03 -0.01 1.00